C29H39MnN4Si3 | wB97M-V/def2-TZVPD

```
76
Properties=species:S:1:pos:R:3:forces:R:3:mulliken_spin:R:1
Mn -0.236111 0.324345 0.109478 0.850 -0.510 -0.760 3.70
Si -2.767511 -1.804255 -1.333522 -0.420 -0.887 0.124 0.02
Si 1.771089 0.893845 1.503178 1.522 -0.003 0.617 -0.30
Si 1.549489 -0.392955 -1.538822 1.548 -0.011 -0.809 -0.37
N -0.363111 -1.155355 1.367278 -0.430 -1.058 1.391 -0.09
N -0.667011 1.535645 -1.310422 -0.566 0.001 -0.756 -0.01
N -1.645111 -0.483455 -1.100422 -0.115 -0.096 0.184 0.01
N -1.259711 1.269045 1.586378 -0.747 0.273 1.428 -0.03
C 0.080689 -2.406155 1.181278 0.215 0.059 -0.368 0.00
C 3.256889 -0.228855 -0.671122 -1.091 -0.213 -0.211 -0.01
C -2.094511 0.960145 3.818078 0.179 -0.296 -0.197 -0.01
C -1.506511 0.601645 -1.864522 -0.541 0.285 -0.859 0.01
C -2.442011 2.292645 3.897378 0.136 0.177 -0.507 0.00
C 4.393989 -0.726055 -1.289722 0.190 -0.051 -0.006 -0.01
C -1.913811 -3.309855 -2.142622 -0.353 0.689 0.348 0.00
C 5.645689 -0.480255 -0.755722 0.059 -0.049 -0.125 0.00
C -2.072111 0.841745 -3.135222 0.159 0.192 0.004 0.01
C 3.371589 0.485845 0.518778 -0.981 0.382 0.184 0.03
C 1.435789 -2.123355 -2.394522 -0.251 0.621 0.740 -0.01
C 1.832489 2.656745 2.313178 -0.276 -0.686 -0.657 -0.01
C 5.765189 0.276545 0.398678 0.066 0.033 0.112 0.00
C -0.980311 2.976245 -3.167122 0.065 -0.031 0.344 0.01
C -1.142011 -0.924555 2.455078 0.249 -0.807 -0.059 0.03
C -1.531211 0.463945 2.642178 -0.211 0.899 0.023 0.00
C -1.618311 2.554345 1.671978 0.069 0.142 -0.302 0.01
C -3.406311 -2.359355 0.382678 0.335 0.237 -0.614 0.00
C 0.544989 3.630845 -1.275922 0.001 -0.129 0.030 0.01
C -2.225711 3.100445 2.782278 -0.093 -0.179 0.390 0.00
C 1.785989 0.718445 -3.112622 -0.516 -0.259 0.848 -0.01
C -1.532011 -1.954655 3.314478 0.115 0.349 -0.196 0.00
C 4.631689 0.747845 1.038378 0.139 0.026 0.011 0.00
C -1.812511 2.030145 -3.768522 0.027 -0.180 0.284 0.01
C -0.250411 -3.462255 2.001078 -0.139 0.034 0.317 0.00
C -0.410211 2.688645 -1.941422 0.287 0.622 -0.461 0.00
C -4.315411 -1.371055 -2.359422 0.624 -0.001 0.283 0.00
C -1.095811 -3.242055 3.084378 0.332 0.149 -0.345 0.00
C 2.038089 -0.266855 3.034878 -0.596 0.349 -0.667 0.00
H -1.511111 -3.088755 -3.126622 0.048 0.101 -0.141 0.00
H 4.301189 -1.307955 -2.193222 0.074 -0.090 -0.204 0.00
H 0.014489 4.497645 -0.880522 0.026 0.042 0.078 0.00
H -2.224611 0.306545 4.666678 -0.060 -0.012 0.028 0.00
H -4.374511 -2.834955 0.265078 -0.198 -0.103 -0.083 0.00
H 2.174389 -1.299555 2.729478 0.027 -0.188 -0.123 0.00
H 4.729689 1.317245 1.949878 0.097 0.091 0.184 0.00
H 0.534689 -2.206055 -2.991922 -0.158 0.036 -0.071 0.00
H -4.711011 -0.383255 -2.141322 -0.040 0.176 0.073 0.00
H -2.859611 2.703545 4.801278 -0.096 0.022 0.113 0.00
H -1.395311 3.173245 0.810778 0.003 -0.092 -0.012 0.00
H 2.789489 2.788545 2.808678 0.216 -0.118 0.084 0.00
H 1.058189 3.114445 -0.464722 0.040 0.107 0.008 -0.01
H 2.621189 0.325345 -3.686222 0.156 -0.221 0.046 0.00
H 1.473389 -2.968255 -1.716422 -0.029 -0.214 0.151 0.00
H 0.734789 -2.543955 0.331578 -0.021 -0.046 -0.043 0.01
H -5.095611 -2.092555 -2.135322 -0.081 -0.171 0.130 0.00
H 1.723989 3.477045 1.611278 -0.034 0.121 -0.153 0.00
H -1.393111 -4.053155 3.729078 -0.035 -0.071 0.079 0.00
H -2.640811 -4.105755 -2.269222 -0.207 -0.175 0.019 0.00
H 1.288589 3.995545 -1.982722 -0.007 0.014 -0.015 0.00
H -2.676111 0.082245 -3.593222 -0.111 -0.086 -0.073 0.00
H 2.024789 1.747445 -2.870122 0.051 0.210 0.111 0.00
H 6.524989 -0.870055 -1.246722 0.103 -0.013 -0.015 0.00
H -0.760611 3.906145 -3.667322 0.075 0.088 0.068 0.00
H -2.241311 2.226645 -4.738522 -0.041 0.028 -0.129 0.00
H -2.510211 4.141345 2.790878 0.055 0.057 -0.047 0.00
H -4.137611 -1.432055 -3.428022 0.058 -0.006 -0.207 0.00
H -3.538511 -1.533855 1.076178 -0.041 0.203 0.050 0.00
H -1.105911 -3.697755 -1.527222 0.139 -0.012 0.101 0.00
H -2.186611 -1.746655 4.145178 -0.043 0.062 0.040 0.00
H 1.221789 -0.234955 3.749778 -0.190 0.037 0.219 0.00
H -2.752811 -3.091755 0.846878 0.149 -0.081 0.045 0.00
H 6.741789 0.485745 0.806878 0.118 0.022 0.053 0.00
H 0.147589 -4.443155 1.801578 0.053 -0.083 -0.107 0.00
H 2.941389 0.027945 3.558678 0.198 0.218 0.001 0.00
H 1.057589 2.761145 3.067778 -0.160 -0.039 0.156 0.00
H 2.282489 -2.216755 -3.068122 0.208 0.123 -0.077 0.00
H 0.912989 0.715645 -3.759422 -0.185 -0.010 -0.100 0.00
```
Forces are in eV/Å.

Values from the calculation:
Net charge: +1
⟨S²⟩: 3.99
2S+1: 4
Lowest unoccupied orbital energy (spin up / spin down), eV: -3.7 / -3.9
ΔE to the lowest compared entry with this formula, charge and spin, eV: 0.000

***

C5H7N | wB97M-V/def2-TZVPD

```
13
Properties=species:S:1:pos:R:3:forces:R:3:mulliken_charge:R:1
N -1.168268 -1.148006 0.588845 0.078 -0.043 0.184 -0.63
C 0.663362 1.196543 0.001842 -0.167 0.084 0.058 -0.25
C 0.068070 -1.097826 -0.194791 0.152 -0.107 -0.028 -0.10
C -0.609301 1.166732 -0.399098 0.160 0.040 0.015 -0.60
C 1.167160 -0.189069 0.350485 0.041 -0.020 -0.060 -0.80
C -1.087691 -0.241929 -0.560479 -0.050 0.106 -0.290 -0.10
H -1.230453 2.029888 -0.615499 0.156 -0.086 -0.074 0.41
H 1.205936 -0.296039 1.446186 0.141 0.042 -0.188 0.24
H 2.173449 -0.422297 -0.010121 -0.185 0.060 -0.169 0.36
H 1.276825 2.085469 0.098234 -0.177 0.000 0.277 0.38
H -1.038658 -0.634623 1.460488 -0.034 -0.061 -0.153 0.30
H -1.770651 -0.492089 -1.367086 0.094 0.084 0.067 0.41
H 0.350218 -1.956748 -0.799003 -0.210 -0.098 0.361 0.38
```
Forces are in eV/Å.

Values from the calculation:
Lowest unoccupied orbital energy, eV: 1.2
Structure (SMILES): C1=C[C@@H]2N[C@@H]2C1
ΔE to the lowest compared entry with this formula, charge and spin, eV: 1.723